Version w
Molecular formula: C11H19N2
Method: DFT, ωB97M-V/def2-TZVPD

Values from the calculation:
Charge: +1
Highest occupied orbital energy in eV: -12.7
LUMO energy in eV: -2.702

```
32
C11H19N2 ωB97M-V/def2-TZVPD
C -2.5572 0.9935 0.7667
C -3.2261 1.0501 -0.6480
C -2.7978 -1.6090 0.0951
C -1.4568 -1.9797 -0.5607
C -0.7849 -0.1711 -2.4089
C 0.6206 0.2197 -1.9202
C 3.6217 0.3553 2.4589
C 4.2860 0.3056 1.1305
C -2.4174 -0.1461 -0.1872
C -1.1099 -0.5598 -0.9651
C 0.2346 -0.0181 -0.5416
N 0.8208 0.2141 0.5853
N 3.1385 1.1083 1.4080
H -1.5771 1.5383 0.7239
H -3.0585 1.0245 1.6721
H -4.2547 0.9409 -0.6303
H -2.9195 1.7954 -1.4046
H -3.6020 -1.8889 -0.6407
H -3.0273 -1.9488 1.0606
H -0.7649 -2.4074 0.1749
H -1.5462 -2.7207 -1.3541
H -1.0709 0.6713 -2.9686
H -0.7262 -1.1617 -2.8135
H 1.4993 -0.4703 -2.2232
H 0.9839 1.1897 -2.1764
H 2.9866 -0.4005 2.6762
H 4.0459 0.8602 3.3329
H 5.1416 0.8297 0.8798
H 4.2286 -0.6891 0.6274
H 0.0666 0.1234 1.2847
H 2.0188 0.8307 1.0013
H 3.2040 2.1204 1.5649
```

=====

Version x
Molecular formula: C11H19N2
Method: DFT, ωB97M-V/def2-TZVPD

Values from the calculation:
Charge: +1
SMILES: CC1(C)CN[C@H]2CCCC3=[N+]1[C@]32C
Highest occupied orbital energy in eV: -12.8
LUMO energy in eV: -4.031

```
32
C11H19N2 ωB97M-V/def2-TZVPD
C -2.0841 1.9109 -0.3093
C -0.8610 1.3733 0.3873
C -0.9389 1.6621 1.9028
C 0.4305 1.7766 -0.2585
N 1.6326 0.8419 -0.0969
C 1.3801 -0.3414 -0.9496
C 1.9630 -1.6870 -0.2426
C 1.4212 -1.8089 1.1189
C -0.0942 -2.3302 1.2890
C -0.6684 -1.3100 0.4080
N -0.7508 -0.0564 0.2407
C -0.1386 -0.6299 -0.9135
C -0.9687 -0.7809 -2.1972
H -2.9937 1.3169 -0.0173
H -1.8989 1.7300 -1.5046
H -2.2382 2.9246 0.0239
H -1.0635 2.7527 2.0524
H 0.0419 1.1723 2.5360
H -1.7877 1.1255 2.3550
H 0.2792 1.8589 -1.3296
H 0.7453 2.7849 0.0943
H 2.4528 1.3223 -0.1345
H 1.7903 -0.2078 -1.9502
H 3.1285 -1.7097 -0.4174
H 1.6061 -2.3231 -1.0277
H 2.0546 -2.6239 1.7055
H 1.5884 -0.9092 1.5255
H -0.2467 -3.2493 0.9411
H -0.3427 -2.2737 2.3935
H -0.8851 -1.7853 -2.7592
H -0.5390 0.0266 -2.7833
H -2.0141 -0.5525 -2.0826
```

=====

Version y
Molecular formula: C11H19N2
Method: DFT, ωB97M-V/def2-TZVPD

Values from the calculation:
Charge: +1
Highest occupied orbital energy (alpha / beta) in eV: -11.2 / -11.2
LUMO energy (alpha / beta) in eV: -4.104 / -4.109

```
32
C11H19N2 ωB97M-V/def2-TZVPD
C -1.0404 2.2724 -0.1846
C -0.7813 0.9726 0.2273
C 0.4401 0.6582 -0.3150
C -0.0744 2.4910 -1.1603
C -1.4346 0.2047 1.3512
C 1.1742 -1.6240 0.3633
C -0.5759 -0.9428 1.9645
C -0.0052 3.7043 -2.0505
C 2.1694 1.4089 -1.9043
C 0.1093 -3.4096 1.7333
C -1.2316 -2.1398 0.0417
N 0.8430 1.5018 -1.2518
N -0.0682 -2.0998 0.9674
H -1.7501 3.0227 -0.0224
H -1.5137 0.7617 2.2601
H -2.3469 -0.0908 0.8368
H 1.2111 -2.0490 -0.5830
H 1.8043 -1.2621 1.0512
H 0.3118 -0.5061 2.2913
H -1.1388 -1.6082 2.5848
H -0.6284 3.6955 -2.9428
H -0.1593 4.6534 -1.6250
H 1.0665 3.8436 -2.4677
H 2.1919 2.0793 -2.6234
H 2.8915 1.7134 -1.1846
H 2.3248 0.4488 -2.2066
H 0.8227 -3.1429 2.5604
H -0.7263 -3.7059 2.1681
H 0.4754 -4.0774 0.8746
H -1.2454 -1.2351 -0.6530
H -0.9820 -3.0465 -0.5966
H -2.1336 -2.4923 0.4954
```

=====

What should be chosen as the least stable of them? Choose version y.